1.
Below is 11 unconnected molecules or ions with the total composition C46H39Cl12N7O14 at a distorted geometry, with properties calculated with the ωB97M-V functional and the def2-TZVPD basis.

Results
- Relative energy (zero: lowest compared OMol25 entry of this formula, charge and spin): 0.0 kcal/mol

Each line ends with the Löwdin charge.
Positions of all 118 atoms, in Å:
Cl  -2.07174  -7.63992  3.35526  0.509
Cl  -3.31988  4.04690  -1.84014  0.556
Cl  -5.06928  -4.42785  -4.05372  0.524
Cl  -5.99886  -0.86926  3.55763  0.496
Cl  -6.38638  -3.55173  2.92560  0.532
Cl  -0.98004  -5.24879  2.00044  0.598
Cl  -4.14049  -2.97389  4.68120  0.522
Cl  -1.22206  3.20723  -3.62668  0.560
Cl  -4.45078  -4.38324  -1.17853  0.480
Cl  -7.20501  -3.85537  -2.23234  0.489
Cl  -3.68129  -5.92973  1.76308  0.468
Cl  -1.93820  5.94723  -3.62802  0.574
O  0.53080  4.88594  7.53312  0.063
O  -0.03789  0.69436  -1.98865  0.007
O  5.37203  -4.52430  -0.20261  0.030
O  -0.37542  2.24933  -0.52275  0.020
O  0.11043  5.00072  5.38147  0.069
O  4.06320  0.04563  4.12376  0.048
O  -0.89898  -4.08233  -7.81236  0.066
O  -2.22351  3.58051  2.38589  0.029
O  -3.77891  4.62196  1.45593  0.096
O  5.62327  -1.39652  4.62786  0.075
O  0.89996  -2.88646  -7.79589  0.077
O  2.38478  0.65877  -5.30018  0.041
O  5.63326  -2.44263  0.22524  0.075
O  4.16852  1.54212  -6.16632  0.123
N  -0.16803  -3.23270  -7.32038  -0.343
N  -0.10010  4.55772  6.51160  -0.321
N  3.38171  1.40660  -5.27681  -0.320
N  -2.63243  4.51424  1.69104  -0.343
N  -0.39154  1.03163  -0.85266  -0.267
N  5.11124  -3.32135  -0.42335  -0.316
N  4.54739  -1.09721  4.11707  -0.328
C  4.01774  3.56729  -1.65131  -0.078
C  -0.63569  -0.55002  -4.74914  -0.071
C  -1.78017  4.54848  -2.60997  -1.523
C  -1.62173  5.41977  1.05376  -0.117
C  3.73897  -2.16811  3.46662  -0.131
C  -5.69478  -4.83463  -2.42263  -1.410
C  2.96493  -3.68249  -3.58889  -0.047
C  -1.11571  -1.32935  -0.51685  0.041
C  -2.51829  2.14939  8.05998  -0.042
C  -2.05765  -6.63311  1.86868  -1.468
C  2.46325  -1.77619  2.96001  0.021
C  4.86950  2.58336  -3.65307  -0.004
C  -1.82914  -0.93643  -4.11452  -0.055
C  2.74264  3.24997  -2.06286  -0.051
C  0.21886  7.01740  -0.31539  -0.057
C  4.22417  -2.95820  -1.62754  -0.111
C  3.50447  -4.35894  2.43392  -0.060
C  3.82281  -3.94760  -2.52132  -0.017
C  3.61300  2.20148  -4.05944  -0.151
C  -2.65940  1.94026  5.71616  -0.079
C  -1.94494  -2.87138  -5.56765  -0.005
C  -1.18281  7.27629  -0.40763  -0.075
C  3.73640  -1.65212  -1.75178  -0.003
C  2.25752  -3.99854  1.94048  -0.111
C  -1.85316  -0.79518  2.11303  -0.050
C  -1.21558  0.22012  1.34882  0.011
C  -0.90205  -0.02039  0.04713  -0.127
C  -1.70389  2.96543  5.55779  0.016
C  0.66176  6.00177  0.48178  -0.092
C  -0.76920  -2.42393  -6.21620  -0.113
C  -0.09159  -1.29168  -5.77081  -0.034
C  -2.03267  -2.03992  1.59564  -0.134
C  -5.80638  -2.53641  4.19541  -1.524
C  -1.70393  -2.34426  0.28997  -0.085
C  4.20252  -3.47919  3.32502  0.017
C  2.59280  -2.35296  -3.77252  -0.048
C  2.96504  -1.35254  -2.86574  -0.056
C  -2.06319  6.48097  0.28019  -0.060
C  -1.09929  3.50961  6.66430  -0.163
C  -0.22861  5.15180  1.08691  0.000
C  5.08437  3.29236  -2.46951  -0.062
C  2.53177  2.56278  -3.26555  -0.010
C  1.73818  -2.74248  2.19951  -0.066
C  -3.05529  1.53058  6.92312  -0.093
C  -2.47183  -2.10608  -4.54907  -0.084
C  -1.49331  3.10519  7.92495  0.005
H  -3.09918  6.75722  0.15054  0.122
H  -3.85750  0.80750  6.91871  0.109
H  6.08129  3.61268  -2.20501  0.111
H  5.19396  -3.73118  3.67135  0.117
H  -1.02299  3.51095  8.80845  0.117
H  -1.41449  3.24864  4.55657  0.091
H  4.02740  -4.98963  -2.32454  0.113
H  -1.03210  4.68694  -1.82938  -0.005
H  4.00795  -0.90696  -1.01871  0.116
H  -0.11517  0.31866  -4.37384  0.071
H  0.84501  -2.26522  1.82418  0.078
H  -0.97640  -1.47778  -1.57749  0.092
H  -2.49709  -2.81228  2.19076  0.052
H  -1.62301  8.04699  -1.02298  0.105
H  -1.87871  -3.30699  -0.16719  0.067
H  1.73956  5.93754  0.50657  0.112
H  -3.12388  1.51199  4.84023  0.103
H  1.83798  3.52260  -1.53973  0.089
H  0.97090  7.69919  -0.68415  0.109
H  -5.94764  -5.89461  -2.44728  0.024
H  0.11902  4.18501  1.41988  0.112
H  1.87223  -2.09557  -4.53472  0.076
H  1.68011  -4.66529  1.31723  0.070
H  -2.38567  -3.83626  -5.77053  0.105
H  -3.40897  -2.38993  -4.09343  0.045
H  1.53192  2.29321  -3.57220  0.071
H  4.24406  4.12544  -0.75484  0.108
H  2.58125  -4.41222  -4.28652  0.110
H  -1.86858  -7.28796  1.01807  0.032
H  -1.00240  1.15438  1.84692  0.110
H  -2.21280  -0.39191  -3.26440  0.097
H  -6.46837  -2.68066  5.04927  0.018
H  -2.96585  1.88241  9.00593  0.103
H  2.09941  -0.76656  3.08115  0.106
H  3.83799  -5.37942  2.31655  0.107
H  5.72971  2.28416  -4.23351  0.120
H  2.53286  -0.36368  -2.90785  0.083
H  0.84834  -0.97747  -6.19999  0.100
H  -2.05626  -0.67362  3.16678  0.101

Atoms 1-2, force components in eV/Å:
0.51 0.15 -0.50
0.43 0.42 -0.15

---

2.
Below is a molecular structure, C46H39Cl3GeN2OP2S3Sn at a distorted geometry, with properties calculated with the ωB97M-V functional and the def2-TZVPD basis.

Results
- 2S+1: 2
- Charge: +3
- E_tot: -204340.4182 eV
- Expectation value of S²: 0.774

Each line ends with the Löwdin charge.
Positions of all 98 atoms, in Å:
Sn  -2.41482  -1.05985  -0.91163  1.003
Ge  -2.50894  -5.48856  1.64484  0.403
Cl  -2.68150  -4.05537  -0.11198  -0.165
Cl  -0.37274  -5.67720  1.71534  -0.032
Cl  1.05446  -3.32130  -0.33893  0.471
S  1.04495  0.03418  -1.12764  0.888
S  -3.16703  -0.87733  1.59642  0.508
S  0.47484  0.07806  1.93368  0.716
P  2.91192  -2.85616  -0.84797  0.735
P  -1.85156  1.74366  -0.77220  0.994
O  -0.27690  -0.34250  -1.79032  -0.758
N  -5.90329  -1.01767  1.10804  -0.101
N  -5.31042  0.39093  2.62640  0.102
C  1.00801  1.81998  -1.25415  -0.380
C  -4.99997  1.91884  -3.28315  -0.055
C  -2.36725  2.84078  -3.36756  -0.062
C  -4.52451  2.57542  -4.41238  -0.044
C  3.52679  -4.45161  -1.37176  -0.386
C  2.87780  -5.07687  -2.44129  -0.099
C  -3.21688  3.03397  -4.44946  -0.043
C  -2.83144  2.17530  -2.24057  -0.398
C  1.07601  0.44773  4.55642  -0.100
C  2.27563  -0.44548  -2.37444  -0.332
C  4.21290  -2.44897  2.94993  -0.038
C  -4.83615  -0.47906  1.72128  -0.697
C  3.94568  -2.00701  -3.17569  -0.051
C  3.67612  -2.20414  0.62786  -0.358
C  2.45503  2.82109  4.04848  -0.056
C  3.43898  -0.03949  -4.44468  -0.008
C  3.59825  -2.93938  1.81257  -0.089
C  -6.68502  0.39926  2.60490  -0.017
C  1.04412  4.58679  -1.18652  -0.022
C  -2.93697  3.11535  2.90181  -0.082
C  1.17648  0.94226  3.24153  -0.684
C  2.21273  2.50397  -1.36174  -0.084
C  -2.57794  2.80201  0.53404  -0.358
C  2.23019  3.88892  -1.34627  -0.029
C  -4.15086  1.70695  -2.21158  -0.150
C  2.34189  2.33112  5.34901  -0.030
C  -0.14973  3.90104  -1.02868  -0.060
C  4.56012  -5.09012  -0.69134  -0.056
C  2.98768  -1.66752  -2.21805  -0.305
C  -4.00646  4.57359  1.31907  -0.049
C  -3.41297  3.88680  0.26959  -0.077
C  4.34724  -0.98260  0.58408  -0.066
C  4.94538  -0.49858  1.73538  -0.045
C  -2.34248  2.42599  1.85706  -0.142
C  -5.87738  -1.97603  0.02178  -0.012
C  1.87371  2.14199  2.99874  -0.101
C  4.87898  -1.22941  2.91344  -0.030
C  4.16989  -1.19725  -4.27657  -0.013
C  3.27445  -6.34293  -2.82447  -0.039
C  1.66203  1.13890  5.59599  -0.054
C  4.31060  -6.98449  -2.15131  -0.025
C  2.50268  0.33945  -3.49273  -0.051
C  -0.19727  2.50674  -1.05896  -0.312
C  -3.78148  4.18472  2.63240  -0.056
C  4.94814  -6.36010  -1.08845  -0.037
C  -7.05610  -0.48130  1.65162  -0.006
H  3.00114  3.73669  3.86590  0.117
H  3.14143  1.95568  -1.45623  0.116
H  -4.71616  0.95397  3.21714  0.151
H  -2.85373  3.55032  -5.32766  0.120
H  -8.03358  -0.78379  1.32116  0.142
H  3.16856  4.41761  -1.44108  0.126
H  5.05152  -4.59647  0.13739  0.111
H  4.41684  -0.43415  -0.34738  0.105
H  3.07072  -3.88467  1.83866  0.110
H  -1.68426  1.59267  2.05593  0.016
H  1.95014  1.26081  -3.61931  0.124
H  5.35597  -0.85156  3.80791  0.124
H  1.04792  5.66795  -1.16391  0.127
H  -4.64201  5.42406  1.11161  0.119
H  3.60568  0.58296  -5.31305  0.131
H  4.91575  -1.48338  -5.00518  0.132
H  -3.60574  4.19895  -0.74985  0.115
H  5.74558  -6.86628  -0.56250  0.123
H  5.47127  0.44602  1.71170  0.120
H  4.61831  -7.97548  -2.45603  0.125
H  -2.74540  2.81986  3.92663  0.115
H  -4.25635  4.72414  3.44114  0.118
H  -5.24380  -2.82372  0.27718  0.056
H  -1.35263  3.21508  -3.40731  0.106
H  -1.06352  4.45146  -0.84840  0.112
H  2.78432  2.87697  6.17111  0.121
H  -6.02677  1.58088  -3.24434  0.116
H  4.53309  -2.90727  -3.04857  0.117
H  -6.88684  -2.32813  -0.16866  0.111
H  2.78028  -6.83191  -3.65266  0.122
H  -5.17833  2.72966  -5.25954  0.121
H  0.53479  -0.47252  4.73107  0.105
H  1.59176  0.75587  6.60519  0.118
H  -7.27233  1.01181  3.26448  0.139
H  -4.51649  1.22162  -1.30499  0.087
H  -5.50570  -1.50980  -0.89342  0.075
H  1.94504  2.51002  1.98291  0.096
H  4.17514  -3.02051  3.86727  0.123
H  2.07280  -4.57292  -2.96356  0.113

Atoms 1-2, force components in eV/Å:
0.23 1.00 -0.35
-0.32 -0.11 0.11